1.
# C4H9NO2

A molecular structure, C4H9NO2 in a non-equilibrium geometry (ωB97M-V/def2-TZVPD, the Open Molecules 2025 dataset).

Its net charge is -2. The relative energy (zero: lowest compared OMol25 entry of this formula, charge and spin) comes out at 339.5 kJ/mol. For the HOMO energy, the calculation gives 0.035 Eh. For the frontier orbital gap, the calculation gives 6.50 eV.

Each line ends with the natural charge from an NBO analysis.
Positions of all 16 atoms, in Å:
O1 1.713 1.557 -1.101  -0.950
O2 -2.396 1.296 1.459  -1.002
N1 0.345 -1.999 -0.510  -0.908
C1 0.346 -0.419 -0.571  -0.260
C2 -1.248 0.604 1.212  -0.019
C3 -0.941 0.353 -0.285  -0.436
C4 1.712 0.416 -0.440  0.015
H1 1.937 0.531 0.649  0.060
H2 -0.360 1.152 1.615  0.090
H3 2.454 -0.304 -0.867  0.064
H4 -0.542 -2.269 -0.052  0.314
H5 0.485 -1.279 0.384  0.414
H6 -1.230 -0.432 1.684  0.029
H7 0.358 -0.406 -1.655  0.202
H8 -1.828 -0.117 -0.750  0.160
H9 -0.805 1.318 -0.771  0.228

2.
# C5H11O

A gas-phase ion, C5H11O (charge +1) in a non-equilibrium geometry (ωB97M-V/def2-TZVPD, the Open Molecules 2025 dataset).

Its net charge is +1. The relative energy (zero: lowest compared OMol25 entry of this formula, charge and spin) comes out at 99.1 kJ/mol. For the HOMO energy, the calculation gives -0.585 Eh. For the frontier orbital gap, the calculation gives 9.91 eV.

Each line ends with the natural charge from an NBO analysis.
Positions of all 17 atoms, in Å:
O1 -0.247 -0.687 -1.169  -0.310
C1 1.537 0.070 0.414  -0.690
C2 0.054 -0.122 0.082  0.250
C3 -0.738 1.192 -0.017  -0.636
C4 -0.730 -0.999 1.213  -0.588
C5 0.427 -0.987 -2.158  0.364
H1 1.941 0.991 -0.112  0.245
H2 -0.088 -1.301 -3.059  0.231
H3 -0.726 1.670 0.941  0.251
H4 -0.091 -0.833 2.026  0.230
H5 1.496 -1.125 -1.875  0.205
H6 -0.529 1.810 -0.946  0.236
H7 -1.846 0.999 -0.204  0.240
H8 -1.676 -0.476 1.299  0.233
H9 1.682 0.447 1.348  0.263
H10 -0.828 -2.058 0.954  0.237
H11 2.157 -0.819 0.341  0.240

3.
# C27H24F3N4O2Se3TeV

A molecular structure, C27H24F3N4O2Se3TeV (ωB97M-V/def2-TZVPD, the Open Molecules 2025 dataset).

The spin multiplicity is 3. Its net charge is -2. For the HOMO energy (alpha / beta), the calculation gives -0.002 / -0.030 Eh. For the frontier orbital gap (alpha / beta), the calculation gives 4.32 / 5.09 eV.

Each line ends with the Löwdin spin population.
Positions of all 65 atoms, in Å:
Te1 -5.113 -1.397 0.582  0.001
Se1 -5.149 2.604 1.020  0.004
Se2 -3.545 2.188 -0.589  -0.002
Se3 -3.374 -0.299 -0.892  -0.026
V1 -1.015 0.243 -0.028  1.277
F1 -2.080 2.843 -3.972  0.000
F2 0.031 3.119 -4.344  0.000
F3 -0.762 3.434 -2.355  0.001
O1 -0.349 0.456 -4.113  0.014
O2 -0.769 0.806 -1.945  0.016
N1 0.233 1.817 0.601  0.227
N2 -1.590 0.558 2.030  0.032
N3 -0.308 -1.249 0.007  -0.178
N4 2.399 0.423 -0.676  0.025
C1 -1.517 1.890 2.240  0.023
C2 -0.861 2.655 -3.438  0.000
C3 -0.508 2.612 1.456  0.127
C4 -3.128 1.706 3.983  0.020
C5 1.109 -2.841 1.120  -0.017
C6 1.214 2.459 -0.135  0.118
C7 1.664 -4.117 1.131  0.002
C8 1.421 -1.861 2.217  -0.003
C9 0.048 -3.375 -1.026  -0.017
C10 -0.319 3.961 1.598  0.006
C11 -2.249 -1.708 2.647  0.001
C12 0.629 -4.634 -0.972  0.002
C13 2.025 1.651 -1.062  0.016
C14 1.438 3.812 -0.017  0.024
C15 3.479 0.112 -2.786  0.025
C16 -3.110 0.331 3.830  0.037
C17 0.684 4.608 0.852  0.201
C18 -2.337 -0.224 2.820  0.012
C19 -2.317 2.501 3.197  0.024
C20 3.492 -1.700 -1.043  -0.001
C21 3.091 1.379 -3.190  0.003
C22 0.285 -2.482 0.038  -0.015
C23 -0.625 1.143 -3.149  0.006
C24 -0.825 -2.955 -2.172  -0.003
C25 1.430 -5.012 0.100  -0.016
C26 3.109 -0.325 -1.517  0.000
C27 2.361 2.165 -2.323  0.020
H1 4.482 -1.982 -1.407  0.000
H2 1.874 -6.000 0.126  -0.001
H3 -2.038 -1.976 1.615  0.001
H4 -2.334 3.572 3.311  0.000
H5 -0.670 -1.907 -2.432  -0.001
H6 2.239 4.248 -0.598  -0.003
H7 2.776 -2.447 -1.394  0.000
H8 -3.792 2.168 4.703  0.000
H9 0.998 -2.186 3.171  -0.001
H10 0.451 -5.326 -1.788  0.000
H11 1.987 3.130 -2.630  0.001
H12 -1.436 -2.081 3.279  0.000
H13 3.324 1.740 -4.185  0.000
H14 -1.882 -3.059 -1.910  -0.001
H15 2.304 -4.404 1.960  0.000
H16 1.033 -0.872 1.984  0.000
H17 -0.950 4.532 2.262  -0.004
H18 -3.739 -0.318 4.423  0.002
H19 3.484 -1.729 0.045  0.000
H20 -0.625 -3.571 -3.051  0.000
H21 2.503 -1.775 2.349  -0.001
H22 0.864 5.670 0.946  0.018
H23 -3.183 -2.181 2.938  0.000
H24 4.038 -0.544 -3.442  0.002

Q: What is the formula in the third record?
A: C27H24F3N4O2Se3TeV